A molecular structure, C48H56N6O5S4Ta at a distorted geometry. Source: OMol25; level of theory: ωB97M-V with the def2-TZVPD basis set.

Element x y z (Å)
1 Ta 0.10 -0.05 0.13
2 C -3.91 -0.62 0.54
3 C -2.99 -0.69 1.71
4 N -1.68 -0.75 1.75
5 C -1.26 -0.83 3.06
6 C -2.23 -0.83 4.00
7 S -3.74 -0.76 3.24
8 C 0.16 -0.99 3.35
9 C 0.68 -1.19 4.58
10 S 2.33 -1.57 4.44
11 C 2.25 -1.41 2.74
12 N 1.05 -1.05 2.30
13 C 3.43 -1.87 1.94
14 H -3.51 0.01 -0.25
15 H -4.88 -0.23 0.86
16 H -4.08 -1.62 0.12
17 H -2.13 -0.90 5.07
18 H 0.18 -1.19 5.53
19 H 3.83 -2.77 2.41
20 H 4.22 -1.13 1.91
21 H 3.13 -2.10 0.93
22 N -0.15 3.62 2.06
23 C 0.31 2.65 1.30
24 O 0.25 1.45 1.69
25 C 0.92 2.97 -0.03
26 C 0.75 1.77 -0.97
27 H -0.66 3.39 2.90
28 H -0.16 4.57 1.71
29 H 1.99 3.12 0.18
30 H 0.53 3.91 -0.40
31 H 1.65 1.62 -1.55
32 H -0.06 1.97 -1.68
33 S -2.93 -2.42 -2.54
34 C -2.85 -0.80 -3.09
35 C -1.98 -0.06 -2.36
36 C -1.32 -0.80 -1.32
37 C -1.77 -2.10 -1.31
38 C -1.20 -3.14 -0.47
39 C -1.56 -4.47 -0.57
40 C -0.84 -5.42 0.14
41 C 0.23 -5.00 0.91
42 C 0.51 -3.64 0.97
43 N -0.19 -2.71 0.31
44 H -3.45 -0.49 -3.93
45 H -1.79 0.98 -2.56
46 H -2.38 -4.77 -1.22
47 H -1.09 -6.47 0.07
48 H 0.83 -5.70 1.46
49 H 1.33 -3.29 1.57
50 C 6.86 0.67 -0.98
51 C 5.54 0.73 -0.27
52 C 5.39 1.47 0.89
53 C 4.16 1.46 1.54
54 C 3.96 2.20 2.84
55 C 3.11 0.76 0.98
56 C 3.17 0.05 -0.23
57 C 4.45 0.04 -0.80
58 N 1.98 -0.64 -0.68
59 C 2.14 -1.40 -2.01
60 C 2.55 -0.45 -3.17
61 C 2.79 -1.26 -4.46
62 C 1.47 -1.86 -4.93
63 C 0.94 -2.77 -3.82
64 C 1.92 -3.93 -3.62
65 C 3.25 -3.36 -3.15
66 C 3.80 -2.38 -4.19
67 C 3.04 -2.64 -1.82
68 C 0.80 -1.97 -2.51
69 H 7.64 1.18 -0.43
70 H 6.80 1.12 -1.97
71 H 7.18 -0.37 -1.12
72 H 6.23 2.02 1.31
73 H 4.77 1.99 3.54
74 H 3.02 1.91 3.31
75 H 3.95 3.28 2.68
76 H 2.24 0.69 1.59
77 H 4.68 -0.52 -1.69
78 H 3.42 0.15 -2.98
79 H 1.73 0.25 -3.33
80 H 3.18 -0.58 -5.22
81 H 1.60 -2.42 -5.85
82 H 0.75 -1.06 -5.13
83 H -0.04 -3.15 -4.08
84 H 2.04 -4.48 -4.55
85 H 1.53 -4.63 -2.87
86 H 3.96 -4.18 -2.99
87 H 4.01 -2.92 -5.12
88 H 4.76 -1.96 -3.85
89 H 4.00 -2.40 -1.38
90 H 2.54 -3.30 -1.11
91 H 0.39 -2.63 -1.76
92 H 0.10 -1.15 -2.69
93 C 1.82 2.23 -5.80
94 C 1.04 3.14 -4.90
95 C 1.66 3.84 -3.88
96 C 0.94 4.68 -3.04
97 C -0.42 4.82 -3.23
98 C -1.06 4.17 -4.27
99 C -0.33 3.33 -5.09
100 S -1.36 5.81 -2.09
101 O -1.81 7.01 -2.72
102 O -0.58 5.85 -0.87
103 N -2.70 4.93 -1.77
104 C -2.54 3.54 -1.36
105 C -3.06 3.28 0.04
106 C -2.37 2.14 0.78
107 O -2.53 2.03 1.98
108 O -1.60 1.40 0.02
109 H 2.75 1.91 -5.33
110 H 2.07 2.73 -6.74
111 H 1.24 1.34 -6.06
112 H 2.73 3.72 -3.72
113 H 1.44 5.21 -2.24
114 H -2.12 4.30 -4.43
115 H -0.84 2.80 -5.90
116 H -3.48 5.17 -2.37
117 H -1.47 3.32 -1.37
118 H -2.98 2.88 -2.11
119 H -4.14 3.07 0.05
120 H -2.92 4.17 0.64

## Properties
Net charge: +1
Energy relative to the best compared isomer or geometry (same formula, charge and spin), eV: 1.433
DFT total energy, a.u.: -4217.1431
Kohn-Sham gap, eV: 6.69
Spin multiplicity: 1

***

22 unconnected molecules or ions with the total composition C18H76N2O22 at a distorted geometry. Source: OMol25; level of theory: ωB97M-V with the def2-TZVPD basis set.

Element x y z (Å)
1 C -12.40 -18.78 11.27
2 C -13.91 -18.45 11.43
3 C -14.49 -19.62 12.30
4 C -14.18 -19.52 13.77
5 C -14.68 -18.19 14.27
6 C -14.18 -16.95 13.48
7 N -14.20 -17.11 12.02
8 O -13.48 -16.06 11.37
9 C -12.80 -16.61 14.11
10 C -15.16 -15.84 13.84
11 C -14.64 -18.57 10.07
12 H -12.16 -19.82 11.05
13 H -11.96 -18.56 12.24
14 H -11.89 -18.11 10.58
15 H -14.10 -20.54 11.85
16 H -15.58 -19.67 12.22
17 H -13.10 -19.67 13.87
18 H -14.61 -20.31 14.39
19 H -14.54 -18.06 15.35
20 H -15.78 -18.15 14.33
21 H -11.98 -17.29 13.86
22 H -12.76 -16.62 15.20
23 H -12.35 -15.67 13.78
24 H -15.16 -15.64 14.92
25 H -16.19 -16.11 13.59
26 H -14.98 -14.87 13.38
27 H -15.65 -18.98 10.13
28 H -14.06 -19.17 9.36
29 H -14.82 -17.64 9.54
30 C -13.20 -15.69 22.26
31 C -13.34 -16.82 21.19
32 C -14.83 -16.91 20.76
33 C -15.26 -15.76 19.90
34 C -14.40 -15.81 18.68
35 C -12.90 -15.54 18.97
36 N -12.52 -16.51 19.99
37 O -11.12 -16.83 20.09
38 C -12.73 -14.04 19.28
39 C -12.19 -15.81 17.61
40 C -12.94 -18.11 21.91
41 H -13.22 -15.94 23.33
42 H -13.86 -14.85 22.03
43 H -12.18 -15.31 22.18
44 H -15.45 -17.03 21.66
45 H -14.92 -17.82 20.16
46 H -14.95 -14.82 20.38
47 H -16.35 -15.76 19.76
48 H -14.90 -15.20 17.93
49 H -14.44 -16.81 18.22
50 H -11.72 -13.69 19.06
51 H -13.02 -13.74 20.29
52 H -13.32 -13.47 18.56
53 H -12.42 -16.86 17.40
54 H -11.14 -15.55 17.57
55 H -12.66 -15.18 16.86
56 H -13.58 -18.21 22.79
57 H -11.91 -18.17 22.26
58 H -13.06 -19.00 21.29
59 O -9.58 -21.44 11.28
60 H -10.50 -21.51 11.56
61 H -9.25 -22.34 11.31
62 O -16.07 -15.15 10.33
63 H -15.34 -15.69 10.67
64 H -16.27 -14.55 11.06
65 O -16.48 -12.88 15.71
66 H -16.56 -12.24 15.00
67 H -16.85 -13.69 15.36
68 O -16.16 -22.18 12.27
69 H -15.25 -21.86 12.16
70 H -16.17 -23.03 11.83
71 O -10.50 -16.19 11.86
72 H -10.56 -16.00 10.92
73 H -11.40 -16.42 12.12
74 O -17.50 -13.33 12.50
75 H -17.69 -12.47 12.89
76 H -17.67 -13.96 13.21
77 O -17.78 -17.11 11.09
78 H -17.40 -16.30 10.70
79 H -17.52 -17.82 10.50
80 O -11.60 -18.54 7.82
81 H -11.32 -19.36 8.26
82 H -12.13 -18.83 7.07
83 O -18.18 -14.99 14.83
84 H -19.00 -14.87 15.32
85 H -18.34 -15.79 14.29
86 O -11.86 -15.98 9.04
87 H -12.29 -15.87 9.90
88 H -12.11 -16.87 8.76
89 O -18.58 -20.32 10.45
90 H -19.48 -20.08 10.72
91 H -18.14 -20.55 11.27
92 O -13.63 -23.28 12.92
93 H -14.15 -24.08 13.04
94 H -12.88 -23.56 12.38
95 O -11.29 -19.51 16.01
96 H -11.18 -19.30 15.08
97 H -11.53 -20.44 16.03
98 O -18.98 -17.66 13.39
99 H -18.63 -17.49 12.50
100 H -18.34 -18.28 13.77
101 O -11.63 -21.85 14.57
102 H -11.13 -22.62 14.88
103 H -12.47 -22.22 14.28
104 O -8.96 -17.17 14.01
105 H -9.54 -16.98 13.26
106 H -8.59 -18.04 13.82
107 O -13.15 -13.36 12.22
108 H -12.87 -13.50 13.13
109 H -13.33 -14.25 11.87
110 O -10.58 -13.97 15.32
111 H -10.72 -14.82 14.90
112 H -9.94 -14.15 16.01
113 O -17.94 -20.36 13.60
114 H -17.28 -20.43 12.90
115 H -17.90 -21.20 14.06
116 O -16.22 -20.23 17.13
117 H -16.89 -20.90 16.95
118 H -15.86 -20.01 16.27

## Properties
Net charge: -2
Energy relative to the best compared isomer or geometry (same formula, charge and spin), eV: 1.935
DFT total energy, a.u.: -2496.0942
Kohn-Sham gap, eV: 1.26
Spin multiplicity: 1

***

12 unconnected molecules or ions with the total composition H24O12 at a distorted geometry. Source: OMol25; level of theory: ωB97M-V with the def2-TZVPD basis set.

Element x y z (Å)
1 O -0.03 -1.22 2.07
2 H -0.65 -1.76 1.57
3 H -0.19 -0.39 1.62
4 O 1.77 3.83 -2.29
5 H 1.57 3.33 -1.48
6 H 0.91 3.54 -2.64
7 O 1.26 -0.43 -0.18
8 H 1.84 -1.17 -0.03
9 H 1.19 0.22 0.51
10 O -2.82 0.86 1.28
11 H -3.60 0.83 0.71
12 H -2.09 0.71 0.70
13 O -1.70 -3.36 0.90
14 H -2.39 -3.65 0.30
15 H -1.96 -3.41 1.82
16 O 3.67 1.59 -0.94
17 H 3.45 0.74 -1.35
18 H 3.49 2.17 -1.69
19 O 1.82 -1.05 4.12
20 H 1.34 -0.57 3.46
21 H 1.68 -0.56 4.94
22 O -1.87 -3.63 -1.74
23 H -1.72 -4.57 -1.85
24 H -1.00 -3.44 -1.36
25 O 1.02 0.29 -4.43
26 H 0.96 1.07 -3.87
27 H 1.05 -0.50 -3.90
28 O -0.20 2.44 -0.16
29 H -0.33 2.25 0.78
30 H -0.65 1.67 -0.54
31 O -1.22 -0.30 -1.39
32 H -1.64 -1.15 -1.24
33 H -0.40 -0.35 -1.87
34 O -0.54 2.09 2.58
35 H -1.34 2.62 2.57
36 H -0.69 1.27 3.04

## Properties
Net charge: 0
Structure (SMILES): O.O.O.O.O.O.O.O.O.O.O.O
Energy relative to the best compared isomer or geometry (same formula, charge and spin), eV: 2.583
DFT total energy, a.u.: -917.2304
Kohn-Sham gap, eV: 10.76
Spin multiplicity: 1